A structure of composition C43H45N5O2PbS3. Source: the OMol25 dataset; level of theory: the ωB97M-V functional and the def2-TZVPD basis.

Calculated values
LUMO energy (spin up / spin down) = -5.163 / -6.671 eV
E = -3476.69126 a.u.
Frontier orbital gap (spin up / spin down) = 7.33 / 6.11 eV

The geometry in ORCA input format:
```
! wB97M-V def2-TZVPD RIJCOSX def2/J DEFGRID3
* xyz 2 1
Pb -0.04 -0.34 0.09
O -8.62 -2.65 1.28
C -8.12 -3.64 0.94
O -7.61 -4.62 0.60
C -5.32 -2.35 1.12
C -5.19 -1.03 1.42
C -3.90 -0.50 1.27
N -2.87 -1.24 0.86
C -3.06 -2.53 0.57
C -4.31 -3.15 0.70
C -1.90 -3.37 0.15
C -2.08 -4.45 -0.70
C -1.00 -5.26 -1.00
C 0.23 -4.97 -0.44
C 0.33 -3.86 0.38
N -0.70 -3.06 0.66
C -3.68 0.94 1.60
C -4.64 1.88 1.23
C -4.44 3.20 1.59
C -3.31 3.54 2.30
C -2.41 2.53 2.62
N -2.58 1.25 2.29
H -6.01 -0.42 1.79
H -4.44 -4.21 0.51
H -3.05 -4.64 -1.14
H -1.12 -6.11 -1.66
H 1.10 -5.60 -0.62
H 1.28 -3.60 0.83
H -5.51 1.58 0.66
H -5.17 3.96 1.32
H -3.11 4.56 2.61
H -1.51 2.77 3.18
C 1.32 -3.07 -4.51
C -0.18 -2.85 -4.29
S -0.66 -1.85 -2.86
C -1.09 -0.24 -3.55
C 0.04 0.65 -4.06
S 1.39 0.87 -2.86
C 2.87 0.52 -3.85
C 3.21 -0.94 -4.15
S 2.18 -1.75 -5.40
H 1.45 -3.96 -5.11
H 1.83 -3.25 -3.56
H -0.65 -3.82 -4.13
H -0.64 -2.41 -5.18
H -1.62 0.26 -2.74
H -1.82 -0.39 -4.35
H -0.37 1.63 -4.31
H 0.48 0.22 -4.96
H 3.69 0.96 -3.28
H 2.79 1.09 -4.78
H 3.20 -1.53 -3.24
H 4.23 -0.96 -4.53
N -0.23 -0.57 2.45
C 0.78 0.12 3.19
C 0.38 0.99 4.20
C 1.30 1.71 4.93
C 2.65 1.55 4.66
C 3.05 0.68 3.66
C 2.14 -0.05 2.89
C 2.67 -0.90 1.79
C 3.87 -1.59 2.00
C 4.48 -2.30 0.98
C 3.90 -2.34 -0.28
C 2.69 -1.69 -0.50
C 2.08 -0.98 0.52
H -0.20 -1.58 2.53
H -1.17 -0.21 2.66
H -0.68 1.06 4.43
H 0.97 2.37 5.72
H 3.39 2.09 5.24
H 4.11 0.57 3.46
H 4.33 -1.58 2.98
H 5.40 -2.83 1.17
H 4.37 -2.90 -1.08
H 2.20 -1.76 -1.46
C 3.98 3.35 1.46
N 2.79 3.52 0.57
C 3.15 3.24 -0.85
C 1.65 2.66 1.04
C 0.35 2.95 0.31
C -0.04 4.27 0.10
C -1.23 4.56 -0.56
C -2.05 3.53 -0.98
C -1.68 2.21 -0.73
C -0.48 1.91 -0.09
H 4.79 3.96 1.09
H 4.26 2.30 1.44
H 3.71 3.63 2.47
H 2.50 4.49 0.63
H 3.57 2.24 -0.89
H 3.88 3.97 -1.18
H 2.25 3.27 -1.46
H 1.56 2.81 2.12
H 1.97 1.63 0.87
H 0.55 5.11 0.44
H -1.51 5.59 -0.74
H -2.98 3.74 -1.48
H -2.35 1.41 -1.02
*
```

Atom charges from the Mulliken analysis, given in e for atoms 1 to 8:
1 Pb 1.399
2 O -0.381
3 C 0.825
4 O -0.386
5 C -0.840
6 C -0.931
7 C 0.112
8 N 0.562